58
Properties=species:S:1:pos:R:3:forces:R:3:nbo_charge:R:1 method="wB97M-V/def2-TZVPD" orbital_gap_ev="7.272 / 6.404" e_tot_ev=-125069.7502 charge=0 de_lowest_kj_mol=35.7 e_homo_ev="-8.5 / -8.8" multiplicity=3
Pd 0.87188 0.49765 -0.00101 -0.594 -0.528 -0.134 1.007
Se 3.00177 -0.74278 -0.19417 1.029 -0.255 -1.073 0.080
C 3.97291 0.74413 -0.71927 0.136 -0.193 0.037 -0.005
N 4.58164 1.66379 -1.05418 -0.052 0.016 -0.021 -0.341
C -0.42511 -3.37589 -1.78697 -0.024 -0.066 0.108 -0.406
N -1.18355 -3.20697 -0.55778 0.043 0.001 -0.009 -0.426
C -2.36517 -4.04786 -0.40872 0.056 0.039 -0.024 -0.202
C -3.34545 -3.43902 0.56948 -0.003 0.047 -0.038 -0.418
C -2.59522 -3.05914 1.82748 0.016 0.064 -0.014 -0.203
N -1.50773 -2.14761 1.49409 -0.044 0.049 0.035 -0.427
C -1.16917 -1.07518 2.42129 -0.059 -0.226 0.116 -0.397
C -0.76048 -2.32398 0.38384 -0.276 -0.030 -0.134 0.824
O 0.30776 -1.69359 0.20399 0.069 0.262 0.037 -0.779
H -1.09459 -3.26164 -2.64073 -0.008 -0.004 -0.010 0.199
H 0.03470 -4.36641 -1.83170 -0.010 -0.011 0.007 0.194
H 0.35050 -2.62261 -1.84168 0.046 0.043 0.011 0.244
H -2.06934 -5.04921 -0.07798 0.022 -0.027 -0.004 0.188
H -2.82243 -4.15455 -1.39280 -0.004 -0.001 -0.029 0.210
H -4.13766 -4.15301 0.79435 0.003 0.008 0.002 0.226
H -3.79838 -2.54506 0.13569 -0.007 -0.016 0.010 0.220
H -2.20460 -3.95647 2.31985 0.014 0.003 0.038 0.190
H -3.25024 -2.55613 2.53558 -0.004 0.025 0.007 0.216
H -2.06247 -0.82526 2.99057 0.014 -0.010 0.008 0.210
H -0.86436 -0.19036 1.87619 -0.017 0.110 -0.060 0.221
H -0.37692 -1.35509 3.11805 0.011 -0.026 -0.012 0.204
I 2.29258 0.24347 2.19603 0.122 0.388 1.812 0.205
I 1.31807 1.26053 4.69434 -0.009 -0.049 -0.381 -0.312
C -0.40808 3.99954 0.93198 -0.044 -0.063 -0.060 -0.652
C 0.82314 3.96669 0.04086 0.004 0.030 0.036 0.286
C 2.09472 3.94965 0.87355 0.124 -0.036 -0.010 -0.640
C 0.82995 5.11974 -0.94903 0.037 -0.031 -0.105 -0.644
O 0.85985 2.71387 -0.74713 -0.223 0.025 0.029 -0.869
P -0.49165 2.10891 -1.49216 -0.138 0.018 -0.169 2.525
O -1.23602 3.09435 -2.27800 -0.024 -0.011 0.060 -1.104
O -1.12168 1.25160 -0.39742 0.028 0.228 -0.146 -1.131
O 0.31252 0.97888 -2.34568 -0.306 0.206 -0.099 -0.876
C 0.88322 1.19047 -3.68585 0.014 0.045 -0.027 0.285
C 1.68734 2.47969 -3.73296 -0.015 0.063 0.111 -0.655
C 1.77761 -0.01051 -3.91178 0.080 -0.066 0.046 -0.619
C -0.26413 1.21248 -4.68265 -0.081 0.027 0.020 -0.641
H -0.34479 4.86430 1.59387 0.003 0.013 -0.019 0.223
H -0.45851 3.09962 1.54550 0.006 -0.006 0.053 0.222
H -1.32572 4.06980 0.34580 0.014 0.029 0.014 0.231
H 2.40427 4.97252 1.09400 -0.031 -0.037 0.059 0.221
H 2.90169 3.46274 0.32212 -0.008 0.071 0.004 0.235
H 1.94338 3.42891 1.82120 0.030 -0.040 -0.034 0.213
H 0.83876 6.06333 -0.40010 0.003 -0.025 -0.023 0.214
H -0.05238 5.08452 -1.58692 0.020 0.006 0.012 0.245
H 1.72349 5.06949 -1.57513 -0.014 0.029 0.034 0.217
H 2.45437 2.48868 -2.95635 -0.007 -0.015 -0.041 0.232
H 1.03651 3.34556 -3.59914 0.034 -0.023 -0.022 0.233
H 2.17471 2.55776 -4.70603 -0.008 0.007 0.010 0.218
H 2.59928 -0.01643 -3.19425 0.004 -0.009 -0.013 0.215
H 2.20073 0.02752 -4.91674 -0.023 -0.016 0.016 0.218
H 1.20616 -0.93371 -3.80367 0.010 -0.009 -0.014 0.209
H -0.96559 2.00862 -4.43421 0.034 -0.006 -0.031 0.249
H -0.79637 0.25915 -4.67350 0.022 0.015 -0.004 0.209
H 0.12967 1.38720 -5.68624 -0.018 -0.033 0.027 0.212

56
Properties=species:S:1:pos:R:3:forces:R:3:nbo_charge:R:1 method="wB97M-V/def2-TZVPD" orbital_gap_ev="3.896 / 3.954" e_tot_ev=-43780.1144 charge=+4 de_lowest_kj_mol=0.0 e_homo_ev="-16.3 / -16.3" multiplicity=3
Mo -2.47323 6.36061 1.84171 0.057 0.021 0.004 1.420
C -3.68050 9.20242 0.96245 -0.014 -0.008 0.003 -0.250
O -2.48527 8.35560 1.05874 0.022 0.008 0.030 -0.541
C -1.28507 9.10437 1.42366 -0.003 0.009 -0.008 -0.105
C -0.10507 8.20588 1.15426 0.008 -0.001 0.002 -0.088
O -0.45320 6.92514 1.76742 0.018 0.015 -0.033 -0.553
C 0.53084 5.84638 1.75776 -0.025 -0.012 0.016 -0.093
C -0.07000 4.75991 2.61359 0.002 0.019 -0.004 -0.099
O -1.47058 4.57780 2.18273 0.008 -0.020 0.008 -0.546
C -1.99127 3.23461 2.51007 -0.006 -0.010 -0.004 -0.243
H -3.49945 9.95333 0.19685 0.000 0.000 0.001 0.238
H -4.50274 8.55500 0.67091 0.002 -0.001 -0.003 0.216
H -3.87370 9.66299 1.93006 0.003 0.001 0.001 0.225
H -1.23054 10.00157 0.80677 -0.007 0.001 0.003 0.262
H -1.35564 9.39076 2.47535 0.000 -0.004 0.002 0.226
H 0.06871 8.04390 0.08961 0.001 -0.006 0.002 0.219
H 0.79926 8.59195 1.62409 -0.002 0.000 0.004 0.261
H 0.68929 5.53072 0.72549 0.002 0.006 -0.002 0.224
H 1.46423 6.20738 2.18938 0.002 -0.006 0.005 0.263
H 0.45612 3.81764 2.46741 0.003 0.002 -0.004 0.261
H -0.08262 5.02040 3.67233 0.001 0.001 0.002 0.235
H -1.41402 2.50954 1.94219 0.002 0.002 0.002 0.236
H -1.88529 3.07876 3.58150 0.000 0.002 0.001 0.232
H -3.03469 3.21353 2.21746 -0.001 0.005 0.001 0.218
N -4.94451 6.08803 5.46356 0.003 0.005 0.006 -0.711
C -4.49106 6.08243 4.22622 -0.006 -0.019 -0.030 0.332
S -3.14048 7.20995 3.84318 -0.017 0.065 0.085 0.144
N -5.01253 5.33994 3.29433 0.034 0.014 0.015 -0.346
N -4.39855 5.50187 2.09012 -0.073 -0.032 -0.039 -0.286
C -4.98962 5.01391 1.04996 0.002 0.007 0.038 0.139
C -4.32698 5.21629 -0.22492 0.009 0.002 -0.002 0.128
C -4.85224 4.81552 -1.43547 0.000 0.002 0.006 -0.158
C -4.15056 5.11445 -2.60208 0.003 0.002 0.003 -0.063
C -2.95564 5.81221 -2.51406 0.001 0.000 -0.004 -0.199
C -2.48783 6.18931 -1.26709 -0.002 0.002 0.012 0.094
N -3.14586 5.88966 -0.13717 -0.032 -0.020 -0.103 -0.516
H -4.56718 6.69174 6.17781 -0.001 -0.003 0.003 0.443
H -5.74380 5.51330 5.70159 -0.003 0.002 0.002 0.456
H -5.94537 4.50968 1.15080 -0.002 -0.003 -0.011 0.273
H -5.79770 4.28995 -1.46812 0.000 -0.001 -0.003 0.276
H -4.54050 4.81206 -3.56567 -0.002 -0.001 0.001 0.280
H -2.38642 6.06721 -3.39737 -0.001 0.000 0.000 0.280
H -1.56391 6.74439 -1.16593 -0.001 -0.002 0.002 0.216
N 9.17619 -21.61789 -5.05083 0.030 0.013 0.028 -0.697
C 8.87410 -21.09665 -3.67267 -0.005 -0.025 -0.014 -0.231
C 7.75016 -20.07372 -3.83875 -0.022 -0.015 0.001 -0.250
N 8.09034 -19.21194 -4.96821 0.033 0.046 -0.054 -0.869
H 10.12733 -21.96742 -5.15427 -0.001 -0.010 0.010 0.445
H 9.02470 -20.77491 -5.65315 -0.026 -0.014 -0.013 0.469
H 8.53077 -22.35405 -5.33675 -0.007 0.011 -0.012 0.438
H 9.78787 -20.63046 -3.30947 -0.005 0.016 -0.001 0.226
H 8.60901 -21.92193 -3.01783 0.006 -0.005 -0.004 0.242
H 7.60653 -19.54952 -2.89313 0.015 -0.008 0.005 0.226
H 6.81720 -20.59191 -4.06617 0.000 0.002 0.015 0.213
H 7.26908 -18.84009 -5.42680 -0.007 -0.033 0.001 0.399
H 8.66190 -18.42159 -4.69348 0.007 -0.020 0.028 0.389

55
Properties=species:S:1:pos:R:3:forces:R:3:nbo_charge:R:1 method="wB97M-V/def2-TZVPD" orbital_gap_ev=7.271 e_tot_ev=-42641.6473 charge=-1 de_lowest_kj_mol=0.0 e_homo_ev=-4.4
C -1.63289 -3.79778 3.89252 0.869 0.564 1.310 -0.307
C -1.33449 -2.61543 4.03540 0.582 -0.069 -0.210 0.013
C -0.74104 -1.14395 4.14476 -1.385 -2.350 -0.184 -0.274
N -0.51641 -0.67210 2.75749 -0.718 1.473 2.030 -0.197
O 0.01795 -1.67488 1.97999 -0.123 -0.409 -1.398 -0.383
C -0.83851 -1.77298 0.82194 -1.109 -1.136 -0.811 -0.055
C -0.34026 -2.83730 -0.24549 -0.054 0.649 -1.044 -0.248
C 0.47784 -2.08545 -1.42122 -0.385 -0.028 0.051 -0.619
C -1.59131 -3.53978 -0.94705 -0.313 -0.390 0.020 -0.183
C -2.69069 -2.49068 -1.45231 0.592 -0.477 -0.256 -0.640
C -2.22836 -4.72897 -0.06021 0.374 0.933 -0.898 -0.634
C 0.27125 0.59276 2.68295 1.473 0.927 -1.099 0.172
N 0.61907 1.18191 3.98587 -0.804 -0.364 0.533 -0.880
C -0.62339 1.69085 1.91593 -0.104 0.563 1.142 -0.780
P 0.35902 3.05735 1.10763 0.856 0.558 -3.731 2.281
O 0.62072 2.83065 -0.37273 -0.464 0.573 2.092 -1.132
O -0.57231 4.48135 1.16332 1.145 -1.584 0.510 -0.995
O 1.80902 3.39699 1.86038 -1.846 -0.373 -0.431 -0.999
C 1.64571 0.26570 1.90403 3.163 -0.798 -4.678 0.710
O 2.72957 0.07468 2.52523 -2.354 0.447 1.105 -0.746
O 1.69921 0.21895 0.56427 -2.056 0.701 4.094 -0.803
H -1.64260 -4.90214 4.09233 -0.313 1.860 -0.682 0.243
H 0.19508 -1.25200 4.77019 -1.014 0.229 -0.565 0.211
H -1.54719 -0.52246 4.65043 1.403 -0.538 -0.599 0.237
H -1.87953 -2.09994 1.16048 1.230 0.400 -0.056 0.164
H -0.97889 -0.79380 0.27789 0.528 -0.855 0.845 0.193
H 0.29676 -3.65633 0.20715 -0.674 1.048 -0.277 0.218
H 1.58522 -2.25209 -1.29732 -1.190 0.365 -0.249 0.233
H 0.26830 -0.96519 -1.43003 0.511 -1.444 0.294 0.237
H 0.11264 -2.46453 -2.43635 0.735 0.255 1.262 0.178
H -1.19739 -4.04983 -1.88509 -0.349 0.728 1.095 0.190
H -3.25163 -2.96853 -2.31021 0.468 0.560 0.918 0.201
H -3.44523 -2.21922 -0.65736 0.959 -0.148 -0.763 0.207
H -2.15583 -1.57344 -1.86150 -0.857 -1.004 0.596 0.222
H -3.34134 -4.77267 -0.27999 1.282 -0.161 0.466 0.200
H -2.02809 -4.49926 1.02610 -0.388 -0.515 -1.054 0.224
H -1.72739 -5.69140 -0.40522 -0.731 1.079 0.817 0.204
H 1.31569 0.62509 4.49127 -0.084 0.213 -0.781 0.388
H 1.01174 2.12281 3.89544 -0.132 -0.586 -0.336 0.383
H -1.29068 1.25619 1.12074 1.074 0.444 0.627 0.280
H -1.31885 2.17211 2.68433 0.895 -0.643 -0.842 0.246
H -0.42320 4.90045 0.28891 0.023 -0.507 0.598 0.507
H 2.51989 3.07849 1.26168 -0.605 -0.124 0.353 0.536
C 1.20412 4.50067 -4.00802 -0.097 0.290 -0.060 -0.634
C 2.32694 3.49414 -4.20073 -0.418 -0.253 0.573 0.101
C 1.78179 2.08841 -4.40132 0.039 -0.211 -0.147 -0.635
O 3.18059 3.51269 -3.06053 0.206 0.149 -0.105 -0.733
H 0.61351 4.25653 -3.11963 0.034 -0.155 -0.069 0.221
H 1.60965 5.50410 -3.85313 0.030 -0.061 -0.085 0.206
H 0.53811 4.52315 -4.87502 -0.001 0.005 0.036 0.196
H 2.93301 3.78047 -5.06505 0.135 0.012 0.158 0.159
H 1.20945 1.76454 -3.52680 -0.017 0.135 -0.019 0.227
H 2.59936 1.37438 -4.52687 -0.025 0.088 -0.037 0.214
H 1.13427 2.03735 -5.28114 0.004 -0.014 0.029 0.193
H 2.65202 3.25942 -2.28829 0.002 -0.055 -0.083 0.485

59
Properties=species:S:1:pos:R:3:forces:R:3:nbo_charge:R:1 method="wB97M-V/def2-TZVPD" orbital_gap_ev=8.631 e_tot_ev=-51380.4600 smiles="CC(=O)OCCC(=O)O[C@@](N)(COO)P(C)C.COC(=O)OC.COC(=O)OC" charge=0 e_homo_ev=-8.2
C -3.58839 -1.92518 2.49876 0.364 0.395 0.280 -0.761
C -3.95865 -2.72989 1.11915 0.922 -6.717 -0.229 0.789
O -3.74932 -4.07418 1.12861 -1.796 8.974 -0.450 -0.576
O -4.46585 -2.11079 -0.13384 2.821 -0.580 3.005 -0.531
C -3.50393 -1.03518 -0.41942 0.020 2.823 0.220 -0.094
C -3.69811 -0.36420 -1.93935 1.229 -0.704 0.596 -0.503
C -2.70584 0.98245 -1.92233 -2.912 3.895 0.744 0.802
O -3.28616 2.17476 -1.76808 4.310 -7.036 -1.156 -0.589
O -1.26490 0.70953 -2.02988 -4.028 2.113 -0.500 -0.560
C -0.51856 1.83872 -2.60505 1.262 0.213 -0.584 0.150
N -1.11526 2.35615 -3.93028 1.181 1.345 1.781 -0.852
C -0.17636 3.04883 -1.53778 1.280 0.680 0.366 -0.155
O -0.73851 2.85386 -0.19170 -3.630 0.263 -5.120 -0.285
O 0.18733 2.73079 0.71749 3.528 1.330 4.674 -0.429
P 1.21339 1.10629 -3.11512 0.563 0.485 -0.413 0.705
C 1.90748 0.03886 -1.66339 -1.408 -0.659 0.626 -0.944
C 0.87961 0.01055 -4.67301 -0.431 -1.030 -0.574 -0.956
H -2.62240 -2.43224 2.98271 -2.314 0.875 -1.261 0.275
H -3.32246 -0.79360 2.36106 -0.666 -2.215 -0.017 0.242
H -4.47602 -1.96760 3.28920 1.791 -0.164 -1.964 0.263
H -3.76170 -0.14070 0.32817 0.672 -1.821 -1.605 0.187
H -2.38137 -1.33706 -0.20520 -2.309 0.369 -0.769 0.207
H -3.30508 -1.14590 -2.73702 -0.853 1.776 1.587 0.242
H -4.83236 -0.06812 -2.15003 2.781 -0.435 0.605 0.264
H -0.31595 2.58128 -4.59604 -1.139 -0.596 1.192 0.375
H -1.48815 3.31837 -3.68143 0.230 -1.578 -0.521 0.374
H -0.50975 4.11872 -1.89938 0.333 -2.238 0.370 0.197
H 1.00709 3.11261 -1.39598 -2.511 -0.226 -0.374 0.233
H 0.10297 3.58021 1.27962 0.333 -1.781 -1.203 0.452
H 1.25743 0.34953 -0.71276 1.669 -0.636 -1.878 0.257
H 3.06419 0.20441 -1.48428 -2.616 -0.315 -0.519 0.258
H 1.61775 -1.07145 -1.90032 0.882 1.943 0.654 0.233
H 1.53863 0.43632 -5.55377 -1.465 -0.815 1.815 0.242
H 1.20944 -1.09953 -4.50128 -0.596 2.035 -0.245 0.236
H -0.26591 -0.01245 -4.98502 2.463 0.185 0.674 0.256
C 0.40579 -6.25584 6.37534 0.412 0.113 0.207 -0.256
O -0.83020 -6.67766 5.80202 -0.411 0.491 -0.722 -0.498
C -1.27915 -5.88406 4.79705 -0.133 0.229 -0.312 0.982
O -0.72437 -4.88297 4.37134 -0.710 -1.320 0.638 -0.648
O -2.45232 -6.39704 4.34779 1.175 0.202 0.765 -0.501
C -3.04540 -5.65893 3.28124 -0.185 0.250 -0.464 -0.252
H 0.66925 -6.96205 7.16752 -0.311 -0.006 -0.228 0.195
H 1.20295 -6.26693 5.62507 -0.182 0.168 0.101 0.192
H 0.30513 -5.26079 6.82067 0.068 -0.112 -0.232 0.191
H -2.38621 -5.64605 2.40729 -0.128 0.154 0.313 0.204
H -3.28402 -4.64000 3.60285 0.213 -0.246 -0.122 0.185
H -3.97716 -6.15831 3.00176 0.269 -0.050 0.240 0.202
C 4.86149 6.04624 -2.91734 -0.215 0.079 -0.481 -0.257
O 5.50528 5.88457 -1.65492 -0.179 -0.815 0.700 -0.496
C 5.11618 4.78155 -0.96697 -0.305 -0.308 -0.144 0.980
O 4.29313 3.95881 -1.33694 1.160 1.186 0.545 -0.639
O 5.80128 4.75245 0.20397 -0.437 0.200 -0.965 -0.496
C 5.49141 3.63749 1.03761 -0.094 -0.400 0.330 -0.257
H 5.24803 6.95884 -3.37933 0.097 -0.153 0.349 0.197
H 5.08915 5.20308 -3.57745 -0.188 0.073 0.187 0.194
H 3.78008 6.15736 -2.78780 0.183 -0.195 -0.036 0.191
H 5.74415 2.69802 0.53562 -0.207 0.170 0.027 0.193
H 4.43518 3.65229 1.32525 0.155 -0.102 -0.196 0.192
H 6.09605 3.71576 1.94533 -0.007 0.243 -0.308 0.197